Model i:
{
  "formula": "C5H6OS",
  "method": "ωB97M-V/def2-TZVPD",
  "species": ["S", "O", "C", "C", "C", "C", "C", "H", "H", "H", "H", "H", "H"],
  "xyz": [[0.476, 1.278, 2.561], [0.958, 0.699, -1.074], [0.857, -0.720, -0.781], [0.450, 0.552, 1.128], [-1.108, 0.052, -0.110], [0.117, -0.771, 0.571], [-0.041, 1.114, -0.101], [2.022, -1.295, -0.755], [-0.232, -1.777, 0.821], [-0.333, 2.059, -0.347], [-1.524, -0.313, -1.125], [-1.711, 0.460, 0.736], [0.069, -1.338, -1.524]]
}

=====

Model ii:
{
  "formula": "C5H6OS",
  "method": "ωB97M-V/def2-TZVPD",
  "smiles": "C/C=C(/C=O)C=S",
  "species": ["S", "O", "C", "C", "C", "C", "C", "H", "H", "H", "H", "H", "H"],
  "xyz": [[-0.343, 1.062, 2.382], [-1.660, 1.791, -1.798], [1.139, -1.327, 0.803], [0.432, -0.683, -0.339], [-0.368, 0.410, -0.318], [-0.937, 0.839, -1.640], [-0.750, 1.237, 0.818], [1.756, -0.595, 1.316], [1.719, -2.176, 0.473], [0.429, -1.678, 1.558], [-1.401, 2.056, 0.544], [0.601, -1.130, -1.309], [-0.618, 0.192, -2.491]]
}

=====

Most stable to least stable, the ends of the list are model ii and model i.

=====

Model i:
{
  "formula": "C5H6OS",
  "method": "ωB97M-V/def2-TZVPD",
  "species": ["S", "O", "C", "C", "C", "C", "C", "H", "H", "H", "H", "H", "H"],
  "xyz": [[2.595, 0.048, -0.229], [-1.161, -1.134, -0.083], [0.955, -0.792, -0.087], [-0.588, 1.023, 0.596], [-0.468, -0.444, -1.027], [-0.216, -0.481, 0.883], [-0.871, 1.062, -0.734], [-1.570, 1.597, -1.498], [-0.664, -0.872, -1.911], [-0.995, 1.687, 1.389], [2.104, 1.191, 0.738], [1.161, -1.831, 0.078], [-0.283, -1.054, 1.885]]
}

=====

Model ii:
{
  "formula": "C5H6OS",
  "method": "ωB97M-V/def2-TZVPD",
  "species": ["S", "O", "C", "C", "C", "C", "C", "H", "H", "H", "H", "H", "H"],
  "xyz": [[3.071, -1.703, 0.838], [0.409, -1.439, 2.039], [0.477, -0.885, 0.978], [-0.734, -0.444, 0.177], [-1.490, 0.380, -0.338], [-2.272, 1.353, -1.311], [1.765, -0.694, 0.206], [1.572, -0.829, -0.840], [1.840, 0.457, 0.396], [2.661, -0.748, 2.665], [-2.647, 0.614, -2.157], [-3.235, 1.931, -0.892], [-1.416, 2.008, -1.760]]
}

=====

Most stable to least stable, the ends of the list are model i and model ii.

=====

Model i:
{
  "formula": "C14H17N3O3S",
  "method": "ωB97M-V/def2-TZVPD",
  "smiles": "CC(C)COC(=O)Nc1nnc(COc2ccccc2)s1",
  "species": ["S", "O", "O", "O", "N", "N", "N", "C", "C", "C", "C", "C", "C", "C", "C", "C", "C", "C", "C", "C", "C", "H", "H", "H", "H", "H", "H", "H", "H", "H", "H", "H", "H", "H", "H", "H", "H", "H"],
  "xyz": [[-0.453, 1.579, -0.811], [2.171, 1.173, -0.816], [3.442, 0.826, 1.031], [-4.487, 1.754, -0.541], [-1.017, 1.455, 1.693], [1.260, 1.125, 1.264], [-2.172, 1.696, 1.087], [2.304, 1.046, 0.373], [-4.760, 0.449, -0.237], [-4.328, -1.911, -0.173], [-5.991, 0.223, 0.378], [5.061, -0.811, 0.201], [-3.929, -0.628, -0.513], [-2.091, 1.794, -0.187], [-5.548, -2.133, 0.438], [-0.025, 1.367, 0.872], [-3.242, 2.071, -1.099], [-6.378, -1.058, 0.712], [4.626, 0.658, 0.247], [6.413, -0.910, -0.499], [4.016, -1.664, -0.514], [3.856, -1.299, -1.526], [5.393, 1.269, 0.730], [3.065, -1.638, 0.014], [-3.082, 1.552, -2.055], [-6.622, 1.072, 0.585], [7.162, -0.316, 0.019], [1.436, 1.022, 2.254], [4.438, 1.032, -0.764], [-3.289, 3.148, -1.299], [5.162, -1.164, 1.233], [-3.672, -2.741, -0.390], [6.336, -0.552, -1.523], [-5.849, -3.136, 0.701], [4.347, -2.698, -0.566], [6.749, -1.943, -0.520], [-2.969, -0.489, -0.987], [-7.333, -1.219, 1.190]]
}

=====

Model ii:
{
  "formula": "C14H17N3O3S",
  "method": "ωB97M-V/def2-TZVPD",
  "smiles": "N[C@@H](Cc1c[nH]c2ccccc12)C(=O)N[C@@H](CS)C(=O)O",
  "species": ["S", "O", "O", "O", "N", "N", "N", "C", "C", "C", "C", "C", "C", "C", "C", "C", "C", "C", "C", "C", "C", "H", "H", "H", "H", "H", "H", "H", "H", "H", "H", "H", "H", "H", "H", "H", "H", "H"],
  "xyz": [[-3.129, -2.262, -1.506], [-4.232, -1.327, 1.556], [-3.222, 0.585, 2.145], [-2.045, 2.400, 0.523], [-2.138, 0.407, -0.548], [0.436, 3.041, -0.919], [4.463, 1.200, -0.422], [-0.034, 1.704, -0.587], [-3.586, 0.167, -0.228], [4.293, -0.139, -0.090], [2.311, 0.938, 0.156], [4.867, -2.401, 0.284], [5.211, -1.133, -0.190], [2.969, -0.369, 0.287], [2.559, -1.614, 0.691], [3.223, 1.849, -0.288], [3.540, -2.629, 0.702], [-4.159, -0.861, -1.175], [0.896, 1.119, 0.504], [-1.478, 1.534, -0.162], [-3.715, -0.269, 1.218], [0.162, 3.643, -0.084], [0.821, 1.919, 1.265], [3.368, -3.644, 1.064], [0.101, 1.077, -1.499], [-2.969, 1.410, 1.724], [-4.398, -0.425, -2.150], [-4.014, 1.179, -0.299], [0.399, 0.290, 0.904], [-1.577, -0.388, -0.852], [6.259, -1.032, -0.423], [3.032, 2.874, -0.598], [1.545, -1.830, 1.012], [-5.130, -1.237, -0.744], [-0.147, 3.372, -1.655], [5.678, -3.127, 0.366], [-2.929, -2.650, -0.227], [5.165, 1.574, -1.022]]
}

=====

Most stable to least stable, the ends of the list are model ii and model i.

=====

Model i:
{
  "formula": "C5H10NOS",
  "method": "ωB97M-V/def2-TZVPD",
  "charge": 1,
  "species": ["S", "O", "N", "C", "C", "C", "C", "C", "H", "H", "H", "H", "H", "H", "H", "H", "H", "H"],
  "xyz": [[1.239, -1.466, -1.098], [-0.210, -0.908, 2.022], [0.236, 0.709, -0.259], [1.534, 0.072, -0.534], [-0.565, -1.272, -1.485], [0.251, 2.289, -0.202], [-0.810, 0.216, -1.157], [0.525, -1.556, 2.730], [-0.636, 2.476, 0.362], [-0.608, -1.544, -2.544], [0.052, 0.389, 0.759], [-1.200, -1.915, -0.872], [1.101, 2.686, 0.254], [0.202, -2.716, 2.874], [1.525, -1.369, 3.179], [-1.916, 0.433, -0.736], [-0.001, 2.622, -1.153], [-0.720, 0.852, -2.139]]
}

=====

Model ii:
{
  "formula": "C5H10NOS",
  "method": "ωB97M-V/def2-TZVPD",
  "charge": 1,
  "species": ["S", "O", "N", "C", "C", "C", "C", "C", "H", "H", "H", "H", "H", "H", "H", "H", "H", "H"],
  "xyz": [[2.743, 1.097, -0.503], [4.138, 1.327, -2.761], [-1.695, 0.766, 2.362], [0.129, -0.537, -0.677], [-0.809, -0.303, 0.304], [-2.552, -1.450, 1.251], [-1.623, -0.165, 1.299], [3.153, 0.937, -2.098], [-2.616, 0.979, 2.756], [0.838, -1.399, -0.616], [-3.136, -1.439, 2.120], [0.742, 0.394, -0.377], [-1.973, -2.370, 0.996], [-0.943, 1.402, 2.279], [4.722, 2.037, -2.341], [-0.347, -0.466, -1.584], [2.381, 0.510, -2.755], [-3.153, -1.320, 0.345]]
}

=====

Model iii:
{
  "formula": "C5H10NOS",
  "method": "ωB97M-V/def2-TZVPD",
  "charge": 1,
  "species": ["S", "O", "N", "C", "C", "C", "C", "C", "H", "H", "H", "H", "H", "H", "H", "H", "H", "H"],
  "xyz": [[2.016, 0.551, 0.859], [2.328, 1.537, -0.360], [2.706, -0.852, 0.377], [-1.082, 0.826, 0.262], [-3.132, -0.543, 0.461], [3.539, -1.061, -0.537], [0.194, -0.074, 0.376], [-2.167, -0.029, -0.281], [-1.346, 1.344, 1.122], [-3.250, -0.416, 1.509], [-0.794, 1.667, -0.484], [3.678, -2.076, -0.831], [2.542, 2.507, -0.132], [3.990, -0.422, -1.305], [-3.787, -1.148, -0.177], [-1.977, -0.495, -1.270], [0.201, -0.822, 1.131], [0.340, -0.591, -0.603]]
}

=====

Most stable to least stable, the ends of the list are model iii and model ii.

=====

Model i:
{
  "formula": "C7H9NO2",
  "method": "ωB97M-V/def2-TZVPD",
  "species": ["O", "O", "N", "C", "C", "C", "C", "C", "C", "C", "H", "H", "H", "H", "H", "H", "H", "H", "H"],
  "xyz": [[-2.772, 1.188, 0.197], [-0.051, -1.962, -0.020], [-0.731, 0.267, -0.300], [3.248, 0.202, 1.003], [-2.689, -1.156, 0.286], [-0.066, 1.530, -0.458], [0.028, -0.810, -0.308], [1.902, -0.285, -1.138], [-2.146, 0.195, 0.128], [2.736, -0.140, -0.168], [0.490, 1.636, 0.509], [1.895, -0.646, -2.123], [0.425, 1.467, -1.440], [3.378, 1.280, 1.293], [-2.824, -1.879, -0.473], [3.759, -0.485, 1.586], [-3.731, -1.126, 0.713], [-2.058, -1.530, 1.128], [-0.794, 2.254, -0.413]]
}

=====

Model ii:
{
  "formula": "C7H9NO2",
  "method": "ωB97M-V/def2-TZVPD",
  "species": ["O", "O", "N", "C", "C", "C", "C", "C", "C", "C", "H", "H", "H", "H", "H", "H", "H", "H", "H"],
  "xyz": [[-1.842, -0.854, 1.194], [-2.659, -2.925, 1.258], [-1.834, -2.052, 0.855], [-0.846, -2.502, 0.046], [0.155, -1.546, -0.552], [-0.269, 2.439, -0.099], [0.384, -0.053, -0.911], [0.189, 1.632, 1.111], [1.668, 0.676, -1.093], [0.562, 1.238, -0.293], [-1.014, -3.525, -0.386], [2.601, 0.370, -0.490], [-1.330, 2.508, -0.425], [1.092, 2.198, 1.588], [-0.481, 0.915, 1.649], [0.139, 3.517, -0.397], [1.971, 1.122, -2.131], [0.786, -1.025, 0.279], [0.730, -2.135, -1.201]]
}

=====

Model iii:
{
  "formula": "C7H9NO2",
  "method": "ωB97M-V/def2-TZVPD",
  "smiles": "O=CC1=NCCOC12CC2",
  "species": ["O", "O", "N", "C", "C", "C", "C", "C", "C", "C", "H", "H", "H", "H", "H", "H", "H", "H", "H"],
  "xyz": [[1.238, -0.884, -0.184], [-2.934, 0.575, 0.056], [0.293, 1.823, -0.116], [-0.145, -0.676, -0.093], [-0.982, -1.686, 0.656], [-1.966, 1.284, 0.129], [2.014, 0.155, 0.373], [-0.558, 0.886, -0.031], [1.675, 1.495, -0.286], [-0.995, -1.655, -0.843], [1.836, 0.238, 1.454], [-1.863, -1.339, 1.174], [1.877, 1.439, -1.361], [3.053, -0.127, 0.195], [-1.878, -1.300, -1.348], [2.272, 2.311, 0.128], [-0.444, -2.423, -1.365], [-2.041, 2.371, 0.321], [-0.450, -2.489, 1.142]]
}

=====

Most stable to least stable, the ends of the list are model iii and model ii.

=====

Model i:
{
  "formula": "C4H9NOS2",
  "method": "ωB97M-V/def2-TZVPD",
  "smiles": "CNC(=S)OCSC",
  "species": ["S", "S", "O", "N", "C", "C", "C", "C", "H", "H", "H", "H", "H", "H", "H", "H", "H"],
  "xyz": [[0.962, -1.965, 1.457], [-1.005, -0.846, -1.654], [-0.420, 0.162, 0.777], [1.835, 0.352, 0.584], [-0.875, 0.542, -0.549], [1.817, 1.795, 0.450], [0.781, -0.417, 0.906], [-2.148, -1.895, -0.758], [-0.196, 1.203, -1.022], [-1.879, 0.998, -0.398], [-3.117, -1.431, -0.637], [2.650, 2.181, 1.033], [2.762, -0.067, 0.657], [1.928, 2.102, -0.625], [-1.701, -2.195, 0.205], [0.917, 2.265, 0.925], [-2.313, -2.784, -1.351]]
}

=====

Model ii:
{
  "formula": "C4H9NOS2",
  "method": "ωB97M-V/def2-TZVPD",
  "smiles": "CO[C@@H](CN)SC=S",
  "species": ["S", "S", "O", "N", "C", "C", "C", "C", "H", "H", "H", "H", "H", "H", "H", "H", "H"],
  "xyz": [[0.903, -1.046, 1.084], [-0.804, -3.567, 1.572], [-0.386, -0.044, -1.178], [-0.003, 2.052, 1.753], [0.357, 0.401, -0.092], [-0.574, -2.080, 0.914], [-0.572, 1.403, 0.647], [0.486, -0.682, -2.160], [-1.454, 0.819, 1.017], [0.309, 1.386, 2.444], [0.817, 0.064, -2.837], [-0.259, -1.303, -2.617], [1.353, 0.866, -0.443], [-0.913, 2.018, -0.229], [0.749, 2.681, 1.589], [-1.299, -1.662, 0.321], [1.291, -1.305, -1.787]]
}

=====

Most stable to least stable, the ends of the list are model i and model ii.

=====

Model i:
{
  "formula": "C4H6O",
  "method": "ωB97M-V/def2-TZVPD",
  "multiplicity": 3,
  "s_squared": 2.01,
  "species": ["O", "C", "C", "C", "C", "H", "H", "H", "H", "H", "H"],
  "xyz": [[1.518, 0.537, -1.147], [-1.279, -0.544, -0.654], [2.445, 0.948, -0.056], [0.855, 0.375, 0.019], [-0.281, -0.142, 0.379], [-1.347, -1.574, -0.779], [-0.760, -0.079, 1.453], [2.436, 1.896, 0.260], [-2.326, -0.267, -0.506], [-0.976, -0.178, -1.611], [3.075, 0.159, 0.215]]
}

=====

Model ii:
{
  "formula": "C4H6O",
  "method": "ωB97M-V/def2-TZVPD",
  "multiplicity": 3,
  "s_squared": 2.01,
  "species": ["O", "C", "C", "C", "C", "H", "H", "H", "H", "H", "H"],
  "xyz": [[0.057, -0.565, -0.316], [1.920, 0.613, 0.513], [1.217, -0.427, -0.165], [-3.081, -0.109, -0.792], [-2.290, -0.490, 0.053], [-3.533, 0.265, -1.624], [3.007, 0.593, 0.516], [1.906, -1.107, -0.723], [1.324, 1.363, 0.076], [-1.929, -0.902, 0.872], [1.403, 0.764, 1.589]]
}

=====

Most stable to least stable, the ends of the list are model ii and model i.

=====

Model i:
{
  "formula": "C3N2O",
  "method": "ωB97M-V/def2-TZVPD",
  "species": ["O", "N", "N", "C", "C", "C"],
  "xyz": [[1.933, -0.911, -0.306], [-0.835, -0.635, -1.117], [-1.193, 2.052, 1.407], [-1.193, 1.251, 0.609], [-1.027, 0.218, -0.351], [2.315, -1.975, -0.241]]
}

=====

Model ii:
{
  "formula": "C3N2O",
  "method": "ωB97M-V/def2-TZVPD",
  "smiles": "N#CC(=O)C#N",
  "species": ["O", "N", "N", "C", "C", "C"],
  "xyz": [[1.640, 0.407, 0.081], [-1.076, -1.192, 1.942], [-0.389, 0.690, -2.303], [-0.408, 0.582, -1.034], [-0.420, -0.751, 1.130], [0.350, 0.211, 0.218]]
}

=====

Most stable to least stable, the ends of the list are model i and model ii.